Molecular formula: C35H71Br16N4O3
Method: DFT, the ωB97M-V functional and the def2-TZVPD basis

Structure (XYZ):
```
129
Properties=species:S:1:pos:R:3:mulliken_charge:R:1
H 0.8626 -2.9557 4.0478 -0.119
H 1.8533 -4.5097 3.6353 0.392
H 0.2150 -4.0866 0.1876 0.239
H -1.3491 -4.1180 9.1001 0.411
H 1.7547 -8.0345 -8.2365 0.376
H 3.7820 3.2583 -1.3209 0.154
C -7.6296 0.0834 1.1685 -0.549
H -1.8577 -1.6177 1.0431 0.269
H -1.8279 7.0474 -7.5541 0.101
H -1.4528 -4.3000 6.4967 0.289
Br -4.0452 8.0607 -8.0828 -0.118
H -3.1664 -3.0553 3.6124 0.363
H -7.4566 1.1038 0.8252 0.359
H -2.1184 -4.5248 4.0414 0.377
C -1.8069 6.6572 0.5909 -0.583
Br 0.5318 -2.4843 9.2297 -0.151
H -2.1310 1.2847 4.2873 0.239
H -0.6772 -7.6743 -1.0669 0.371
H -0.0544 -1.7972 1.1924 0.331
H -2.2617 7.3614 -0.1042 0.433
H 3.0687 3.8999 2.9170 0.227
C 0.1458 -8.2892 -1.4285 -0.577
H -2.0752 5.9465 2.6365 0.224
H -0.4818 2.3379 -8.4005 0.392
C 2.2935 3.4157 -3.9197 -0.662
H 4.7661 -1.5549 5.1461 0.295
C 0.8099 -4.0450 3.7331 -0.666
H 4.6136 -0.1170 -0.5281 0.397
H 1.7457 3.5558 0.6706 0.060
H 2.9498 0.4560 5.0595 0.441
C 3.9343 -1.6126 4.3777 -0.568
H -3.6316 -0.2494 4.0725 0.158
H -1.7173 8.8109 -7.7461 0.339
Br -2.1514 4.8689 -0.1076 -0.099
Br 1.3000 -8.6487 0.1014 -0.161
H -2.7979 1.2884 -7.8062 0.380
C 0.8965 3.4310 1.4171 0.224
Br -2.5392 -2.1988 7.2051 -0.123
H 3.4593 -7.7502 -7.8231 0.347
C -0.1954 0.0836 2.7379 -0.991
H 5.5022 0.2079 1.0314 0.252
C -6.6593 -0.2793 2.2647 -0.297
C -2.1065 7.8911 -8.1844 -0.356
H 4.0779 -2.5212 3.6993 0.222
C -1.6426 7.7464 -9.6121 -0.571
Br -7.1962 -1.9192 3.1712 -0.147
N -0.2734 1.3241 2.0405 0.532
H 1.8797 -8.1205 -2.7425 0.363
C -1.3396 -3.3858 2.2583 0.100
H 5.5126 2.8643 -0.7644 0.286
Br 2.5307 -9.5553 -6.4173 -0.132
H -3.6661 2.2738 4.2493 0.368
H 0.3157 -4.6122 4.5974 0.157
H 4.9684 3.7760 1.2084 0.437
O 4.0101 -0.4577 3.5093 -0.175
Br -7.3669 -1.0338 -0.4070 -0.148
H 2.8306 1.7775 0.5023 -0.289
H -1.5380 -2.8593 4.4891 -0.092
C 1.9166 2.3904 -4.9578 -0.331
C -2.6290 2.3359 2.2907 0.181
N 2.9395 1.7279 3.3071 0.188
C 3.6949 2.9411 2.9380 -0.858
H -5.6430 -0.4324 1.9076 0.109
H 4.5652 1.6421 -1.7287 0.322
H -2.0863 0.5700 1.0737 0.019
H -1.9218 7.7084 2.4625 0.414
C -2.3151 6.8004 2.0039 -0.550
H 2.6161 -6.7358 -5.5693 0.356
H 2.1023 4.4241 -4.2880 0.428
H -3.6011 2.4738 1.7038 0.470
H 1.3927 -5.3458 0.9325 0.292
N 1.1046 0.1328 3.3246 -0.031
C -1.0508 -3.4479 7.0457 -0.143
C 4.6052 2.7759 1.6116 -0.787
Br -1.9715 5.9466 -10.2838 -0.134
H 0.3283 -7.6633 -3.4767 0.078
H 2.9078 -1.7258 4.8585 0.143
H 5.5528 2.2357 1.9734 0.286
H -2.0061 -3.9179 1.4922 0.378
C -2.1990 1.8977 -7.1284 -0.636
C 3.9605 1.8395 0.4935 1.421
Br 1.2588 -5.7657 -2.1995 -0.043
Br -0.5454 4.2098 -6.7522 -0.111
H 1.0893 4.2168 2.2321 0.275
O -1.1389 -0.9141 2.8772 0.494
H -6.6541 0.4855 3.0416 0.270
O -3.8233 0.3938 3.3615 -0.328
C 0.9145 -7.6507 -2.5575 -0.393
H 2.3682 2.6348 -5.9198 0.407
H -0.5628 7.8822 -9.6802 0.344
C 2.4560 -7.8839 -7.4170 -0.565
Br -1.1525 0.6178 -6.0918 -0.126
H 0.8421 2.2811 -5.0848 0.035
H -0.4391 -5.3881 2.5003 0.474
Br 0.1817 -6.7286 -6.1140 -0.143
C 1.7148 1.3643 2.9283 0.345
N 0.8389 2.1200 2.0897 0.431
H 3.6750 -0.3132 1.0152 0.004
H 1.6480 -3.4990 1.1871 0.078
H -0.0550 3.7592 0.8929 -0.578
H -2.8585 2.4085 -6.4282 0.369
C -3.0123 1.5658 3.6254 -0.553
C 0.8770 -4.3340 1.0740 -1.034
C -0.5492 -3.8781 8.4011 -0.652
H 4.4473 3.1239 3.7839 0.473
H 2.2698 -5.7783 -7.0256 0.363
H -2.2807 3.3861 2.5714 -0.325
H 4.5788 1.1792 4.6732 0.335
H -1.8941 3.3876 -8.6481 0.141
H -0.7227 6.7711 0.5591 0.326
H -8.6725 -0.0240 1.4637 0.396
H -1.4457 2.1549 0.4124 0.239
Br 2.6158 0.6308 -4.5007 -0.161
C -1.3130 2.8387 -7.9062 -0.369
C -2.0963 -3.4420 3.6820 -1.056
Br -4.2513 7.0091 2.0419 -0.107
C -1.0220 -1.9025 1.7792 -0.471
H -0.2886 -2.9585 6.4408 -0.005
Br 1.1895 3.2401 -2.3220 -0.047
C 2.0876 -6.7279 -6.5219 -0.590
H -2.1346 8.4353 -10.2971 0.389
C 4.4964 0.3172 0.5226 -1.010
H 3.3319 3.3422 -3.5981 0.366
C -0.0386 -4.3152 2.4094 0.161
H 0.1165 -4.7371 8.3089 0.402
C 4.4595 2.4379 -0.9306 -1.303
H -0.2390 -9.2639 -1.7295 0.393
C 3.6485 0.7452 4.1958 -0.835
C -1.5757 1.5482 1.3664 -0.652
```

The total energy comes out at -1170219.65411 eV. The charge is +1. For the LUMO energy, the calculation gives -2.17 eV. Its orbital gap is 9.25 eV.

Molecular formula: C35H71NO19S6
Method: DFT, the ωB97M-V functional and the def2-TZVPD basis

Structure (XYZ):
```
132
Properties=species:S:1:pos:R:3:mulliken_charge:R:1
C -9.6848 0.5886 -1.4963 -0.572
H 6.8825 -7.4217 2.2901 0.293
H -9.3800 0.9724 -0.5227 0.390
H -6.0320 -3.1423 -8.0891 0.371
H -12.5761 -0.3840 -3.1328 0.276
H 5.6514 3.6625 2.0980 0.224
O 8.7425 0.8438 0.5209 -0.604
H 6.1196 0.9105 -0.8394 0.453
H -0.0063 -9.1017 -5.4728 0.272
O -3.8425 -4.2514 -9.4361 -0.608
H 0.3502 0.7593 -9.5913 0.317
H -10.8644 -2.4059 -3.2468 0.468
O -9.9973 -1.6491 -0.3329 -0.655
C -4.9526 -6.4860 -8.2109 -0.689
H -0.0309 3.6554 -9.5653 0.297
H -6.8013 7.6023 1.1544 0.330
H -5.9457 6.0919 1.4994 0.292
H -1.7401 0.3855 -2.6226 0.301
H -5.6533 -3.4758 -6.4972 0.376
O 4.1767 -8.7001 -3.8697 -0.617
H -5.0767 4.0472 -6.2176 0.422
O -8.2123 -1.4825 -2.0572 -0.657
H 6.6368 3.6147 -0.5216 0.256
C -5.6027 4.7434 -6.8708 -0.663
H -7.8784 -4.7958 -7.2956 0.349
H 2.3472 -10.7643 -4.3748 0.365
S 2.6286 2.6458 -10.8570 1.040
O -4.0572 6.5353 0.1247 -0.343
H 2.3028 -10.5542 -5.8935 0.440
H 2.7494 2.8195 -8.2958 0.370
C 0.5874 2.8877 -9.1003 -0.617
H 0.0160 -10.3874 -4.1847 0.295
H 1.0308 -8.8387 -2.6195 0.347
H -6.6752 6.0402 -5.4709 0.291
H 2.3551 -6.8844 -3.3668 0.389
C -10.6697 -1.3662 -2.9839 -0.734
C 1.0412 -1.1371 -3.7771 0.634
H -0.7383 -0.4525 -4.6046 0.241
C 6.0061 1.4663 0.0913 -0.709
H -11.8673 0.6428 -1.2300 0.298
H -6.7792 6.6443 -8.4745 0.274
H 2.1744 -0.7235 -5.6236 0.235
H 6.9853 4.5212 1.6736 0.401
O 2.8112 3.7974 -11.6413 -0.595
S -7.0018 3.7781 -7.4989 1.040
N -0.1974 -0.5665 -3.7593 -0.177
C -0.9566 -0.3664 -2.5282 -0.854
H 2.3653 4.2937 -9.1831 0.309
S 3.1545 -8.5171 -4.9022 1.041
C 1.9769 -9.9753 -5.0293 -0.752
H -0.3610 -0.2535 -1.6224 0.288
H -5.3776 7.5161 2.4151 0.304
H 2.0831 -2.3207 -5.0213 0.279
C -4.9727 7.5516 0.3286 -0.264
H -4.7614 -7.0751 -7.3140 0.417
C -0.9859 5.0649 0.9703 -0.640
H -11.1022 1.8491 -2.2679 0.356
H 8.4264 2.7045 2.4387 0.399
H 0.6171 -4.9756 2.9823 0.330
H 5.1165 1.0953 0.6003 0.324
C -5.8572 7.1783 1.4963 -1.033
H -4.7766 -7.0846 -9.1047 0.354
H 0.9993 1.0528 -11.9291 0.388
O -7.3704 2.8039 -6.4506 -0.611
O -2.4729 7.4576 1.4121 -0.481
H -4.8722 4.9392 -7.6557 0.320
C 0.5704 -9.5979 -4.6922 -0.466
H 5.7669 -8.5966 2.5651 0.308
C 6.0113 3.0616 0.1791 -0.651
H -1.0164 4.6152 1.9627 0.279
H 0.2766 2.7007 -8.0724 0.365
C -8.1617 5.2994 -7.6160 -0.749
O 4.6305 -7.3948 4.5094 -0.521
H 2.3272 -5.8719 1.5251 0.193
O -3.2944 -4.6990 -6.9158 -0.631
C -5.7866 -3.9898 -7.4491 -0.644
H -0.5651 4.1768 0.4989 0.242
H 6.9783 2.2120 3.1875 0.353
C 7.3868 2.4696 2.2103 -0.674
S -9.4939 -1.1000 -1.5718 1.044
O 7.0950 -0.2437 2.0656 -0.599
C -6.5004 -6.1919 -8.2547 -0.697
H -0.9590 1.8407 -10.2165 0.307
H 1.3675 -3.6324 2.1729 0.347
O 3.5914 1.5342 -10.7158 -0.613
O 4.8434 -6.8673 2.2675 -0.301
H 5.9106 -7.9592 0.8863 0.249
C -2.8499 6.5781 0.7629 0.720
H -5.5512 7.5402 -0.5952 0.304
C 0.1112 1.7193 -10.0487 -0.587
C -6.8349 -5.1097 -7.3213 -0.564
H 0.2555 2.6371 -11.8917 0.370
H -1.5606 -1.2553 -2.3461 0.314
O 1.7797 -1.4130 -2.8784 -0.624
C 0.7477 -8.4888 -3.6123 -0.740
H 0.6957 -1.6706 -5.8447 0.320
C 6.5571 3.5331 1.5054 -0.601
H -8.8094 5.1690 -8.4829 0.417
C 5.8883 -7.7074 1.9465 -0.669
H -6.5749 -5.5557 -6.3613 0.261
H -11.2267 0.4663 -4.0203 0.258
H -8.9408 0.9537 -2.2042 0.297
C 2.7294 -5.3216 2.3756 0.015
C -6.2227 6.1599 -6.4553 -0.644
H -5.4982 6.9652 -6.3341 0.337
C 2.1235 3.2354 -9.0854 -0.636
C -7.2405 6.4832 -7.5001 -0.493
O -6.6970 3.3145 -8.8537 -0.634
C 1.5685 -4.4597 2.8535 -1.269
C 1.4864 -1.4161 -5.1389 -0.956
C -11.5197 -0.1158 -3.1466 -0.478
H 3.6707 -4.7778 2.2965 0.344
O 2.9698 -6.2728 3.3760 -0.284
C 0.8644 1.9421 -11.3135 -0.716
H 1.6504 -4.1766 3.9030 0.338
H -8.8525 5.1826 -6.7811 0.357
O -2.2618 5.4446 0.4689 -0.331
H -9.8447 -1.2475 -3.6862 0.297
O 3.5994 -8.0333 -6.2280 -0.628
H -6.8273 -5.8981 -9.2521 0.344
H 1.4354 -6.7132 -4.8536 0.366
C 4.2169 -6.8946 3.4980 0.628
C 1.8476 -7.4409 -4.1546 -0.688
H -0.3455 5.9013 0.6902 0.297
S 7.4556 0.8494 1.2104 1.009
H -0.1805 -7.9649 -3.3844 0.376
H -6.9725 -7.1139 -7.9153 0.339
C -11.0812 0.8012 -1.9684 -0.586
H -7.8415 7.3899 -7.4310 0.334
H 5.0463 3.5234 -0.0294 0.420
H -4.5638 8.5605 0.3850 0.323
S -4.2031 -4.7505 -8.1157 1.022
```

The SMILES is O=S1(=O)CCCC1.O=S1(=O)CCCC1.O=S1(=O)CCCC1.O=S1(=O)CCCC1.O=S1(=O)CCCC1.O=S1(=O)CCCC1.CCOC(=O)OC.CCOC(=O)OC.CNC(C)=O. The total energy comes out at -142841.09859 eV. As for the energy relative to the best compared isomer or geometry (same formula, charge and spin): 7.3077 eV. For the LUMO energy, the calculation gives -0.17 eV. Its orbital gap is 9.62 eV.

What is the LUMO energy in the second record?
-0.17 eV

Which value of LUMO energy does entry 2 give?
-0.17 eV

Which of these has the lowest LUMO energy?
C35H71Br16N4O3